[1]
{
  "formula": "H4S2Si",
  "method": "wB97M-V/def2-TZVPD",
  "symbols": ["S", "S", "Si", "H", "H", "H", "H"],
  "coordinates": [[1.27935, -1.96237, -0.45232], [-1.14109, 1.28172, -1.40124], [1.09213, -1.40449, 1.46872], [-2.17920, 0.54613, -1.67138], [0.14641, -0.33237, 1.73460], [-0.33930, 0.18988, -0.98153], [2.14537, -1.76514, 2.62095]],
  "atomic_forces_ev_per_a": [[-0.161, 0.264, 1.822], [1.836, -0.424, 0.750], [1.811, -0.710, -1.183], [-0.820, -0.745, -0.191], [-0.256, 0.127, 0.551], [-0.997, 1.133, -0.576], [-1.413, 0.356, -1.172]],
  "multiplicity": 1,
  "smiles": "[SiH2]=S.S",
  "gap_ev": 8.194
}



[2]
{
  "formula": "C43H49BN11O2Rb",
  "method": "wB97M-V/def2-TZVPD",
  "symbols": ["Rb", "O", "O", "N", "N", "N", "N", "N", "N", "N", "N", "N", "N", "N", "C", "C", "C", "C", "C", "C", "C", "C", "C", "C", "C", "C", "C", "C", "C", "C", "C", "C", "C", "C", "C", "C", "C", "C", "C", "C", "C", "C", "C", "C", "C", "C", "C", "C", "C", "C", "C", "C", "C", "C", "C", "C", "C", "B", "H", "H", "H", "H", "H", "H", "H", "H", "H", "H", "H", "H", "H", "H", "H", "H", "H", "H", "H", "H", "H", "H", "H", "H", "H", "H", "H", "H", "H", "H", "H", "H", "H", "H", "H", "H", "H", "H", "H", "H", "H", "H", "H", "H", "H", "H", "H", "H", "H"],
  "coordinates": [[0.20175, 0.08526, 0.06585], [-4.05266, -2.27689, -1.33716], [-0.32926, 3.43606, -1.88566], [4.33706, -0.48119, 2.50640], [1.90961, -0.27380, 3.14257], [1.88341, 2.01720, 1.33759], [-1.89724, -2.22688, -0.45074], [0.57846, -0.12080, 2.97634], [1.56792, -2.30500, 1.15284], [2.87437, 1.10033, 1.22943], [-2.10906, 0.44976, -1.68495], [2.61786, -1.46313, 1.00611], [5.01551, 0.55013, 3.06041], [-0.81725, 2.02653, -3.57135], [-1.54472, -4.39722, -1.53080], [0.94418, 1.73345, -6.70138], [-3.66934, -2.59067, 2.00970], [-1.98670, 1.76722, -1.50172], [3.36436, 2.69351, -0.22838], [2.16548, 2.96713, 0.45853], [-3.86058, 0.46502, -0.06362], [-0.04984, -4.34396, -3.56700], [-2.13416, -5.70294, 0.84408], [-1.53274, -5.78926, -1.45652], [1.62916, -3.15733, 0.14104], [-2.11466, 5.02511, -4.17982], [3.78258, 1.49562, 0.30528], [-2.49739, -3.78043, -3.76013], [-2.99384, -0.20532, -0.92889], [-1.29106, -2.95516, 2.73966], [1.40090, 0.34359, -3.17244], [-2.71049, 2.49444, -0.57412], [-0.82351, 3.35656, -6.94848], [0.63301, -0.99898, -5.13344], [-2.47003, 3.91536, -5.17693], [-1.81858, -6.44973, -0.27833], [0.56301, 1.46117, -5.40121], [-2.17728, -4.31091, 0.81097], [0.27525, 2.67279, -7.47468], [3.33970, -1.79901, -0.09240], [-3.00763, -1.71534, -0.94536], [6.10952, -1.38956, 3.45310], [0.05049, -0.21785, 4.18296], [-3.70170, 1.82353, 0.13546], [1.03944, -0.44132, 5.16088], [4.96822, -1.65884, 2.73799], [-2.52122, -3.60219, 2.10868], [-1.87852, -3.64134, -0.39104], [2.21373, -0.47581, 4.44682], [-3.59610, 3.00817, -4.66573], [-0.97971, 2.49941, -2.34528], [1.28354, 0.32310, -4.69932], [-1.24914, 3.15557, -5.65602], [-0.51798, 2.22124, -4.82975], [-1.25831, -3.72634, -2.85911], [2.74258, -2.88963, -0.68420], [6.08710, 0.01202, 3.62001], [2.89882, -0.26537, 1.98403], [3.05962, -3.41478, -1.56999], [-2.31949, -3.24224, -4.69780], [1.78191, 1.18772, -7.12202], [0.60432, -1.09854, -6.22065], [-2.85623, -4.39482, 2.78533], [3.85394, 3.28990, -0.98005], [-1.38448, 5.70968, -4.61613], [-0.89307, -2.16460, 2.10499], [6.80367, 0.64671, 4.12050], [3.23365, -0.60967, 4.76727], [-1.54837, -2.52143, 3.71184], [-4.44658, -2.92540, 1.32170], [-1.68728, 4.63210, -3.25820], [4.22571, -1.24979, -0.36641], [-0.48700, -3.67855, 2.89108], [0.85348, -3.90302, 0.02779], [-4.61192, -0.10983, 0.46073], [0.46988, -0.00527, -2.72123], [0.59060, 2.86204, -8.49292], [2.18835, -0.35272, -2.87511], [-4.10904, -2.43239, 2.99930], [1.19827, -1.83441, -4.72102], [-0.19421, -5.40795, -3.76365], [-2.49686, 3.54560, -0.43837], [-2.73755, -4.81999, -4.00737], [-1.01843, -0.13276, 4.30597], [-3.34546, 2.50918, -3.73163], [2.29808, 0.33525, -5.10523], [-3.01040, 5.59793, -3.93012], [1.65236, 1.32702, -2.76965], [-1.03759, -2.67750, -2.64905], [-2.86148, 4.41050, -6.06890], [-1.30306, -6.37035, -2.34359], [-4.49171, 3.60827, -4.49086], [-3.35595, -3.33929, -3.25035], [4.67388, 0.91816, 0.12467], [-0.38878, -1.06323, -4.74907], [-4.32228, 2.35308, 0.84739], [-1.80543, -7.53318, -0.23567], [4.55790, -2.58961, 2.38036], [-3.29708, -1.62805, 1.65422], [-1.36021, 4.06145, -7.57262], [1.48250, 3.79356, 0.33351], [0.91395, -0.56004, 6.22399], [0.85937, -4.23283, -2.96890], [-2.36447, -6.20847, 1.77641], [6.85141, -2.09499, 3.78928], [-3.84289, 2.23929, -5.39975], [0.10790, -3.86318, -4.53484]],
  "atomic_forces_ev_per_a": [[-0.311, -0.373, 0.062], [-0.018, 0.207, 0.067], [0.011, 0.047, -0.021], [-0.096, 0.122, 0.111], [0.098, -0.095, 0.158], [0.080, -0.049, -0.070], [-0.049, 0.002, -0.121], [0.096, 0.022, 0.063], [0.129, -0.006, -0.010], [0.203, -0.072, -0.111], [-0.054, -0.067, 0.038], [0.054, 0.094, -0.057], [0.113, -0.196, 0.001], [0.030, -0.235, 0.032], [-0.043, -0.148, 0.018], [0.016, 0.039, -0.061], [0.049, 0.051, 0.017], [-0.163, 0.122, -0.139], [-0.031, -0.025, 0.059], [0.059, -0.055, 0.030], [-0.017, 0.117, 0.033], [0.024, 0.074, -0.003], [0.015, 0.064, 0.003], [0.076, 0.120, -0.091], [0.023, 0.064, 0.016], [0.015, -0.061, -0.004], [-0.147, 0.025, 0.072], [-0.024, 0.028, -0.007], [0.056, 0.155, -0.063], [-0.041, -0.025, 0.041], [0.003, -0.018, 0.019], [-0.058, -0.019, -0.009], [0.071, -0.048, -0.078], [-0.021, 0.011, 0.017], [0.001, -0.030, 0.123], [-0.043, -0.058, 0.084], [0.063, -0.088, 0.028], [0.062, -0.090, 0.025], [-0.054, -0.009, 0.103], [-0.078, 0.017, 0.027], [0.065, -0.291, -0.097], [0.080, 0.061, 0.009], [0.102, 0.051, 0.020], [0.042, -0.070, -0.019], [-0.054, -0.005, -0.037], [-0.087, 0.130, -0.034], [-0.035, 0.063, -0.021], [-0.071, 0.062, -0.021], [-0.131, 0.087, -0.104], [0.034, 0.027, -0.001], [-0.094, 0.057, 0.063], [-0.143, 0.020, 0.062], [-0.065, 0.067, -0.016], [0.022, 0.125, -0.025], [0.006, -0.069, -0.052], [-0.091, 0.064, 0.075], [-0.072, -0.063, -0.018], [0.264, -0.009, -0.052], [-0.007, 0.019, 0.007], [-0.003, -0.012, 0.027], [-0.025, 0.014, -0.003], [-0.002, -0.002, 0.033], [-0.025, -0.023, 0.012], [-0.008, -0.023, 0.014], [-0.004, -0.001, 0.018], [-0.038, -0.031, 0.041], [-0.017, -0.027, -0.013], [-0.017, -0.001, -0.006], [0.033, -0.023, -0.065], [-0.018, 0.000, 0.007], [-0.027, 0.081, -0.059], [-0.010, -0.026, -0.002], [-0.018, 0.011, 0.002], [0.076, -0.016, 0.022], [0.012, 0.022, 0.015], [0.008, 0.067, -0.077], [0.006, -0.001, 0.008], [0.024, -0.015, -0.008], [-0.002, -0.019, -0.013], [-0.007, -0.044, 0.012], [-0.003, 0.017, -0.004], [-0.032, -0.003, 0.002], [0.015, 0.015, -0.005], [0.016, 0.003, 0.007], [0.024, -0.003, 0.003], [0.050, 0.022, -0.031], [-0.005, -0.014, -0.005], [-0.003, 0.001, -0.029], [0.010, 0.019, 0.008], [0.011, 0.019, -0.056], [-0.007, 0.031, 0.043], [0.015, -0.012, -0.001], [0.062, -0.040, -0.051], [0.005, 0.021, -0.005], [0.028, 0.007, -0.013], [-0.009, 0.005, -0.006], [0.001, 0.030, 0.006], [-0.011, 0.030, 0.015], [-0.015, -0.091, 0.046], [0.006, -0.004, 0.002], [0.056, 0.014, 0.003], [0.001, 0.000, -0.027], [-0.034, -0.011, -0.026], [-0.002, 0.013, 0.004], [-0.015, 0.032, -0.001], [0.008, -0.004, 0.007], [0.028, 0.037, 0.005]],
  "multiplicity": 2,
  "charge": -1,
  "gap_ev": [7.106, 5.015],
  "s_squared": 0.794
}



[3]
{
  "formula": "C3H3ClN2",
  "method": "wB97M-V/def2-TZVPD",
  "symbols": ["Cl", "N", "N", "C", "C", "C", "H", "H", "H"],
  "coordinates": [[-2.89068, -0.18595, -0.02909], [-0.34138, -1.32532, -0.02178], [0.99034, 0.46525, -0.06078], [0.86855, -0.91142, -0.04661], [-1.13309, -0.19400, 0.00755], [-0.33433, 0.91963, -0.04139], [1.66852, -1.58812, 0.01865], [1.82490, 0.86439, 0.17025], [-0.65283, 1.95554, 0.00321]],
  "atomic_forces_ev_per_a": [[1.203, -0.195, 0.077], [-2.145, -0.202, 0.028], [-3.626, -2.717, -0.592], [0.152, 1.232, 0.236], [0.756, 0.347, -0.566], [-0.112, 0.310, 0.546], [1.181, -0.404, -0.094], [2.170, 1.853, 0.476], [0.421, -0.223, -0.110]],
  "multiplicity": 1,
  "smiles": "Clc1c[nH]cn1",
  "gap_ev": 9.845
}



[4]
{
  "formula": "C2H6N4S",
  "method": "wB97M-V/def2-TZVPD",
  "symbols": ["S", "N", "N", "N", "N", "C", "C", "H", "H", "H", "H", "H", "H"],
  "coordinates": [[-0.83280, 0.83634, 2.96547], [-2.13896, -0.17941, 0.45552], [-0.07566, -0.21427, -0.74002], [-0.13880, 0.43090, 1.46889], [1.21048, 0.08160, -0.76698], [1.85679, -0.02319, -1.84832], [-0.88617, 0.01805, 0.38750], [-1.13185, -0.39204, 3.41370], [-2.51665, -0.43472, -0.46716], [1.41852, -0.28536, -2.77307], [-0.53649, -0.42827, -1.61691], [0.87662, 0.39685, 1.38440], [2.89497, 0.19351, -1.86301]],
  "atomic_forces_ev_per_a": [[0.242, 0.051, -0.463], [-0.088, 0.003, -0.753], [-1.364, -0.167, -0.334], [0.149, 0.062, 0.396], [1.080, 0.232, 0.575], [0.002, 0.243, 0.516], [0.607, -0.102, 0.237], [0.000, -0.140, -0.013], [0.147, 0.066, 0.516], [-0.733, -0.442, -1.050], [-0.162, -0.037, 0.107], [-0.616, 0.022, 0.014], [0.735, 0.208, 0.250]],
  "multiplicity": 1,
  "smiles": "[H]/N=C(/NS)NN=C",
  "gap_ev": 9.792
}